{"formula": "C4H6O2", "method": "wB97M-V/def2-TZVPD", "e_lumo_ev": 0.8883, "e_above_lowest_kj_mol": 554.24, "charge": 0, "max_force_ha_per_bohr": 0.0064, "homo_energy_ev": -8.2, "gap_ha": 0.334, "total_energy_ev": -8334.717, "species": ["O", "C", "C", "C", "C", "O", "H", "H", "H", "H", "H", "H"], "coordinates": [[1.79, 0.04, -0.83], [0.98, 0.23, 0.31], [-0.39, 0.84, 0.04], [-1.28, -0.01, -0.75], [0.36, -1.08, 0.80], [-1.20, -0.23, 0.67], [1.62, -0.89, -1.07], [1.55, 0.84, 1.02], [-0.68, 1.86, 0.28], [-2.26, 0.37, -1.03], [-0.85, -0.81, -1.34], [0.37, -1.15, 1.90]]}